Record 1
Here is C8H8Cl4Cu2F12MgO12S4 as an isolated structure in a non-equilibrium geometry from the Open Molecules 2025 dataset. Energies are from ωB97M-V/def2-TZVPD.

```
51
C8H8Cl4Cu2F12MgO12S4 (ωB97M-V/def2-TZVPD)
Cu -0.649 -1.339 2.806
Cu -0.974 3.799 0.213
Mg -2.011 -1.299 -1.548
C 2.188 0.151 -0.784
F 2.009 -0.789 -1.742
F 2.931 -0.342 0.165
F 2.626 1.317 -1.169
S 0.368 0.473 -0.006
O 0.354 -0.231 1.296
O 0.138 1.972 0.114
O -0.635 -0.101 -0.896
C -3.581 2.610 -3.095
F -2.316 2.760 -3.502
F -4.210 3.768 -3.002
F -4.142 1.848 -4.035
S -3.412 1.759 -1.399
O -2.375 2.528 -0.714
O -4.728 1.895 -0.709
O -3.062 0.337 -1.640
C 1.252 -4.334 -0.251
F 1.155 -5.363 -1.072
F 1.821 -4.614 0.935
F 1.972 -3.362 -0.693
S -0.601 -3.694 0.084
O -0.884 -2.754 -1.018
O -1.497 -4.828 0.086
O -0.717 -2.913 1.372
C -2.027 2.747 4.860
F -0.787 3.048 5.188
F -2.510 1.908 5.770
F -2.624 3.910 4.913
S -2.038 1.952 3.061
O -1.455 2.949 2.119
O -1.329 0.656 3.183
O -3.467 1.687 2.774
Cl 0.674 2.706 -3.544
C 0.822 1.339 -4.624
C -0.458 0.621 -5.180
Cl -1.068 -0.433 -3.908
H 1.604 0.693 -4.226
H 1.218 1.919 -5.458
H -0.319 0.106 -6.130
H -1.234 1.376 -5.310
Cl 4.316 -0.142 4.155
C 4.662 -1.900 4.045
C 3.999 -2.383 2.704
Cl 2.261 -2.528 2.780
H 4.484 -2.393 5.001
H 5.715 -1.984 3.778
H 4.309 -3.379 2.389
H 4.232 -1.730 1.863
```

Calculated values
**2S+1**: 4
**HOMO level (spin up / spin down)**: -9.63 / -13.11 eV
**<S²>**: 3.754
**Net charge**: +1
**Orbital gap (spin up / spin down)**: 4.420 / 4.448 eV

=====

Record 2
Here is the molecule C8H8Cl6Si2 in a non-equilibrium geometry from the Open Molecules 2025 dataset. Energies are from ωB97M-V/def2-TZVPD.

```
24
C8H8Cl6Si2 (ωB97M-V/def2-TZVPD)
Cl 2.881 -0.071 3.183
Si 0.983 0.326 2.779
Cl 0.468 1.893 4.020
Cl -0.144 -1.418 3.152
C 0.831 0.857 1.014
C 1.012 -0.251 -0.096
C -0.245 -0.700 -0.708
C -0.569 -0.336 -2.007
C -1.629 -0.836 -2.704
C -2.414 -1.737 -2.014
C -2.241 -1.954 -0.648
C -1.141 -1.389 -0.008
Si 1.802 2.476 0.426
Cl 2.189 3.794 2.111
Cl 3.597 1.899 -0.449
Cl 0.451 3.529 -0.951
H -0.227 1.196 1.103
H 1.666 -0.991 0.451
H 1.689 0.041 -0.862
H 0.002 0.433 -2.504
H -1.806 -0.591 -3.739
H -3.253 -2.141 -2.452
H -3.090 -2.312 -0.074
H -0.813 -1.715 0.977
```

Calculated values
**HOMO level**: -9.35 eV
**SMILES**: Cl[Si](Cl)(Cl)C(Cc1ccccc1)[Si](Cl)(Cl)Cl
**Orbital gap**: 9.240 eV

=====

Record 3
Here is a 2-piece molecular cluster, C8H8ClNO3 overall in a non-equilibrium geometry from the Open Molecules 2025 dataset. Energies are from ωB97M-V/def2-TZVPD.

```
21
C8H8ClNO3 (ωB97M-V/def2-TZVPD)
C 0.396 1.377 2.230
C -0.342 0.205 2.042
C 0.584 2.264 1.161
C -0.791 -0.148 0.738
C -0.104 2.027 -0.020
C -0.717 0.819 -0.312
C 1.148 -1.668 -1.579
C -1.185 0.526 -1.638
N -1.339 -0.626 -2.221
O -1.852 -0.647 -3.559
O -1.143 -1.701 -1.604
O 1.276 -0.559 -2.010
Cl -1.592 1.833 -2.630
H 0.772 1.335 3.276
H -0.340 -0.491 2.916
H 1.108 3.197 1.195
H -1.350 -1.041 0.477
H 0.089 2.897 -0.629
H 1.168 -1.759 -0.466
H 1.341 -2.469 -2.289
H -2.335 -1.503 -3.640
```

Calculated values
**2S+1**: 3
**HOMO level (spin up / spin down)**: -5.99 / -9.28 eV
**<S²>**: 2.036
**Energy above the lowest of the compared OMol25 structures with the same formula, charge and spin**: 21.5 kcal per mole
**Orbital gap (spin up / spin down)**: 6.620 / 6.803 eV

=====

Record 4
Here is C8H8CuNO2 as an isolated structure from the Open Molecules 2025 dataset. Energies are from ωB97M-V/def2-TZVPD.

```
20
C8H8CuNO2 (ωB97M-V/def2-TZVPD)
N 2.841 -0.079 0.924
C 2.825 0.541 -0.344
O 1.862 1.665 -0.506
C 0.744 1.706 0.226
O 0.490 2.649 0.930
C -0.277 0.636 0.080
C -1.611 0.987 0.324
C -2.629 0.053 0.216
C -2.354 -1.267 -0.135
C -1.047 -1.649 -0.390
C -0.010 -0.693 -0.267
H 2.893 0.569 1.696
H 2.151 -0.808 1.084
H 2.593 -0.204 -1.122
H -1.817 2.004 0.608
H -3.643 0.353 0.423
H -3.155 -1.988 -0.187
H -0.790 -2.669 -0.628
H 1.000 -1.033 -0.422
Cu -0.067 -0.772 -2.509
```

Calculated values
**HOMO level**: -5.60 eV
**Orbital gap**: 3.536 eV

=====

Record 5
Here is C8H8DyNO6 as an isolated structure in a non-equilibrium geometry from the Open Molecules 2025 dataset. Energies are from ωB97M-V/def2-TZVPD.

```
24
C8H8DyNO6 (ωB97M-V/def2-TZVPD)
O 0.268 0.238 -5.039
C 0.416 -0.294 -4.034
Dy -0.453 -0.519 -1.656
O -2.698 0.721 -4.214
C -2.078 0.263 -3.371
C -2.253 -1.515 -0.453
O -2.989 -1.902 0.348
C 0.386 -2.628 -0.955
O 0.704 -3.368 -0.109
C -1.618 -2.803 -2.514
O -1.948 -3.896 -2.669
H 0.687 -2.499 -2.108
C 0.474 2.737 1.798
N 0.891 1.354 2.101
C 1.559 1.212 3.386
C 0.812 0.312 1.308
O 0.206 0.346 0.161
H 1.333 3.402 1.776
H -0.155 3.121 2.593
H -0.065 2.837 0.859
H 1.017 0.521 4.031
H 2.559 0.809 3.242
H 1.628 2.168 3.882
H 1.318 -0.619 1.636
```

Calculated values
**2S+1**: 6
**HOMO level (spin up / spin down)**: -15.80 / -16.33 eV
**<S²>**: 9.435
**Net charge**: +2
**Orbital gap (spin up / spin down)**: 6.455 / 7.901 eV

=====

Record 6
Here is the molecule C8H8F2 in a non-equilibrium geometry from the Open Molecules 2025 dataset. Energies are from ωB97M-V/def2-TZVPD.

```
18
C8H8F2 (ωB97M-V/def2-TZVPD)
C 2.629 0.673 0.688
C 1.337 0.461 0.603
C 0.604 -0.104 -0.775
F 1.538 -0.064 -1.790
C -0.525 0.827 -1.077
C -1.764 0.573 -0.661
C -2.074 -0.665 0.031
C -1.183 -1.649 0.105
C 0.155 -1.550 -0.568
F 1.098 -2.253 0.156
H 3.067 1.026 1.606
H 3.295 0.495 -0.140
H 0.629 0.607 1.399
H -0.244 1.740 -1.575
H -2.562 1.280 -0.820
H -3.054 -0.767 0.473
H -1.383 -2.587 0.596
H 0.109 -2.046 -1.552
```

Calculated values
**HOMO level**: -9.00 eV
**Energy above the lowest of the compared OMol25 structures with the same formula, charge and spin**: 17.2 kcal per mole
**SMILES**: C=C[C@]1(F)C=CC=C[C@@H]1F
**Orbital gap**: 9.405 eV

=====

Record 7
Here is the molecule C8H8F2 in a non-equilibrium geometry from the Open Molecules 2025 dataset. Energies are from ωB97M-V/def2-TZVPD.

```
18
C8H8F2 (ωB97M-V/def2-TZVPD)
C 0.107 -1.799 1.740
C -0.128 -1.002 0.485
C -0.801 -1.228 -0.653
C -1.139 -0.129 -1.626
C -0.701 1.152 -1.650
C 0.052 1.646 -0.444
C 1.428 1.155 -0.103
F 2.357 1.987 0.403
C 0.223 0.703 0.682
F -0.107 1.090 1.925
H -0.006 -2.865 1.564
H -0.528 -1.566 2.530
H 1.112 -1.468 2.164
H -1.060 -2.171 -1.104
H -1.656 -0.457 -2.463
H -0.973 1.875 -2.416
H -0.145 2.665 -0.260
H 1.965 0.413 -0.774
```

Calculated values
**HOMO level**: -8.63 eV
**Energy above the lowest of the compared OMol25 structures with the same formula, charge and spin**: 49.5 kcal per mole
**SMILES**: CC1=CC=C[C@@H]2[C@@H](F)[C@]12F
**Orbital gap**: 9.389 eV

=====

Record 8
Here is a 2-piece molecular cluster, C8H8F3N3 overall in a non-equilibrium geometry from the Open Molecules 2025 dataset. Energies are from ωB97M-V/def2-TZVPD.

```
22
C8H8F3N3 (ωB97M-V/def2-TZVPD)
C 1.009 2.650 0.681
C 2.170 2.012 1.115
C -0.065 1.862 0.153
C 2.253 0.598 1.152
C 0.146 0.499 0.117
C 1.274 -0.207 0.648
C -1.429 -0.843 -1.122
C -2.258 -1.633 -0.195
N -0.941 -1.237 -2.392
N -1.852 -0.076 -2.227
N 1.403 -1.531 0.698
F -3.197 -0.883 0.334
F -2.855 -2.731 -0.777
F -1.468 -2.095 0.895
H 0.851 3.767 0.847
H 2.973 2.426 1.686
H -0.859 2.255 -0.488
H 3.114 0.157 1.727
H -0.027 -0.916 -2.676
H -2.835 -0.385 -2.533
H 1.980 -1.640 1.484
H 0.611 -2.051 0.873
```

Calculated values
**2S+1**: 3
**HOMO level (spin up / spin down)**: -7.24 / -8.17 eV
**<S²>**: 2.016
**Energy above the lowest of the compared OMol25 structures with the same formula, charge and spin**: 3.1 kcal per mole
**Orbital gap (spin up / spin down)**: 8.199 / 6.007 eV

=====

Record 9
Here is C8H8F5NS as an isolated structure in a non-equilibrium geometry from the Open Molecules 2025 dataset. Energies are from ωB97M-V/def2-TZVPD.

```
23
C8H8F5NS (ωB97M-V/def2-TZVPD)
C 2.672 1.899 0.154
C 1.765 1.004 0.671
C 2.516 2.187 -1.203
C 0.944 0.552 -0.385
C -0.210 -2.798 0.412
C -0.039 -0.472 -0.244
C -1.618 0.364 0.547
C -2.665 0.621 -0.546
N 0.397 -1.522 0.498
F -2.074 -0.486 1.480
F -1.276 1.547 1.230
F -2.590 -0.450 -1.365
F -3.984 0.636 -0.155
F -2.441 1.659 -1.261
S 1.290 1.182 -1.936
H 3.429 2.326 0.874
H 1.819 0.580 1.660
H 3.095 2.714 -1.917
H -1.249 -2.790 -0.048
H 0.434 -3.468 -0.150
H -0.546 -3.259 1.370
H -0.522 -0.882 -1.076
H 0.852 -1.145 1.391
```

Calculated values
**HOMO level**: -8.66 eV
**Energy above the lowest of the compared OMol25 structures with the same formula, charge and spin**: 0.0 kcal per mole
**Orbital gap**: 9.280 eV

=====

Record 10
Here is C8H8FNO2 as an isolated structure in a non-equilibrium geometry from the Open Molecules 2025 dataset. Energies are from ωB97M-V/def2-TZVPD.

```
20
C8H8FNO2 (ωB97M-V/def2-TZVPD)
C -4.307 -0.145 0.112
C -0.879 -0.576 -0.352
C 0.420 -0.099 -0.331
C 0.776 1.328 -0.163
C 2.074 1.852 -0.063
C 3.247 1.038 -0.025
C 3.025 -0.359 0.191
C 1.595 -0.862 -0.075
H -4.913 -0.130 1.582
H -3.809 1.360 -0.218
H -5.108 -0.782 -0.774
H -1.013 -1.766 -0.254
H -0.067 2.070 -0.069
H 2.084 3.019 0.122
H 4.172 1.366 0.441
H 2.417 -2.754 -0.497
N -2.050 -0.016 0.134
O -3.135 -0.841 0.115
O 1.530 -2.274 -0.132
F 3.942 -1.431 0.256
```

Calculated values
**HOMO level**: -8.61 eV
**Energy above the lowest of the compared OMol25 structures with the same formula, charge and spin**: 202.6 kcal per mole
**Orbital gap**: 7.969 eV

=====

Record 11
Here is C8H8FeN2O4 as an isolated structure in a non-equilibrium geometry from the Open Molecules 2025 dataset. Energies are from ωB97M-V/def2-TZVPD.

```
23
C8H8FeN2O4 (ωB97M-V/def2-TZVPD)
Fe 0.000 0.000 0.000
C 0.009 1.781 -0.571
O 0.014 2.880 -0.923
C -0.003 -0.549 -1.826
O -0.004 -0.849 -2.938
C -1.909 0.005 0.001
O -3.060 0.044 -0.009
C 1.909 -0.012 0.001
O 3.060 0.015 -0.010
H -0.007 -1.535 0.915
H -0.008 -1.781 0.147
C -1.108 2.439 2.374
C -0.076 1.423 2.752
N 0.427 0.444 1.954
C 1.283 -0.236 2.758
C 1.304 0.350 4.001
N 0.455 1.387 3.990
H -1.971 2.350 3.066
H -0.675 3.457 2.468
H -1.493 2.303 1.353
H 1.859 -1.103 2.462
H 1.891 0.038 4.855
H 0.241 2.025 4.789
```

Calculated values
**2S+1**: 5
**HOMO level (spin up / spin down)**: -15.83 / -16.90 eV
**<S²>**: 6.088
**Net charge**: +2
**Energy above the lowest of the compared OMol25 structures with the same formula, charge and spin**: 0.0 kcal per mole
**Orbital gap (spin up / spin down)**: 8.159 / 4.714 eV